(1)
C44H59I3KN7O7S | ωB97M-V/def2-TZVPD

Positions of all 122 atoms, in Å:
K  1.215  -0.014  -1.560
C  -0.889  3.525  5.381
C  0.233  2.564  5.780
C  -0.318  1.615  6.856
C  1.388  3.388  6.369
C  0.726  1.736  4.600
C  0.214  1.850  3.352
C  0.702  1.056  2.263
N  0.234  1.123  1.038
C  -0.977  1.595  0.714
C  -2.079  1.585  1.606
C  -3.309  2.057  1.234
C  -3.427  2.577  -0.081
C  -2.448  2.547  -1.040
C  -1.127  2.021  -0.685
O  -0.137  1.967  -1.436
C  -2.815  3.127  -2.421
C  -4.172  2.573  -2.888
C  -2.923  4.654  -2.261
C  -1.825  2.835  -3.549
C  -4.487  2.101  2.205
C  -4.331  1.072  3.331
C  -4.538  3.506  2.829
C  -5.818  1.815  1.495
C  1.838  0.127  2.458
O  2.226  -0.575  1.524
C  2.392  0.073  3.828
C  1.808  0.815  4.803
C  3.647  -0.740  4.104
C  4.082  -0.656  5.571
C  4.790  -0.173  3.245
C  3.424  -2.223  3.773
H  -1.234  4.076  6.260
H  -1.741  2.982  4.968
H  -0.544  4.249  4.641
H  -0.689  2.182  7.715
H  0.449  0.924  7.209
H  -1.142  1.023  6.452
H  1.036  4.004  7.201
H  1.807  4.044  5.604
H  2.188  2.744  6.736
H  -0.516  2.610  3.111
H  -1.928  1.090  2.556
H  -4.385  3.000  -0.357
H  -4.995  2.841  -2.221
H  -4.121  1.486  -2.967
H  -4.403  2.968  -3.880
H  -3.683  4.926  -1.523
H  -3.182  5.122  -3.215
H  -1.966  5.059  -1.924
H  -1.681  1.768  -3.685
H  -0.852  3.279  -3.364
H  -2.219  3.241  -4.486
H  -3.478  1.300  3.972
H  -4.197  0.067  2.925
H  -5.225  1.073  3.959
H  -3.604  3.715  3.354
H  -5.364  3.590  3.543
H  -4.667  4.265  2.055
H  -5.763  0.866  0.956
H  -6.075  2.599  0.783
H  -6.626  1.752  2.228
H  2.218  0.756  5.804
H  4.329  0.369  5.861
H  4.976  -1.269  5.699
H  3.310  -1.040  6.244
H  4.920  0.896  3.443
H  4.580  -0.310  2.187
H  5.722  -0.693  3.473
H  2.696  -2.664  4.461
H  4.368  -2.765  3.859
H  3.059  -2.331  2.757
C  1.834  -4.534  -8.699
C  1.412  -3.424  -7.770
C  1.478  -2.091  -8.157
C  1.109  -1.080  -7.278
C  0.659  -1.395  -6.007
C  0.584  -2.723  -5.612
C  0.954  -3.726  -6.489
S  0.379  -0.082  -4.810
O  0.268  1.141  -5.583
O  -0.798  -0.487  -4.063
N  1.632  -0.154  -3.881
C  2.659  0.849  -4.094
C  3.759  0.360  -3.182
O  4.738  -0.202  -3.648
O  3.501  0.491  -1.910
H  2.212  -4.138  -9.641
H  0.992  -5.195  -8.918
H  2.617  -5.137  -8.234
H  1.834  -1.838  -9.150
H  1.159  -0.037  -7.563
H  0.248  -2.963  -4.611
H  0.908  -4.759  -6.163
H  2.320  1.858  -3.824
H  3.027  0.884  -5.124
I  4.550  -0.972  -0.888
I  6.044  -2.953  0.783
O  2.911  -2.704  -3.534
H  2.414  -1.881  -3.740
H  3.831  -2.420  -3.500
I  -3.165  -2.964  -4.052
C  -2.494  -1.967  -2.369
C  -3.244  -1.150  -1.567
N  -2.416  -0.743  -0.584
N  -1.180  -1.245  -0.706
C  -1.211  -1.990  -1.792
H  -4.273  -0.837  -1.624
H  -2.616  -0.089  0.158
H  -0.336  -2.532  -2.112
N  3.119  -5.084  1.721
C  2.027  -5.056  0.924
C  1.944  -4.152  -0.162
N  0.914  -4.146  -0.972
C  -0.080  -5.011  -0.724
C  -0.017  -5.865  0.353
N  1.029  -5.903  1.185
H  3.929  -4.513  1.514
H  3.163  -5.756  2.462
H  2.746  -3.448  -0.363
H  -0.928  -4.998  -1.400
H  -0.826  -6.555  0.569

Forces on atoms 1 to 6 (eV/Å):
-1.1091 -0.8199 2.3148
0.0726 -0.0546 -0.0081
0.0028 0.0494 0.0706
0.0197 -0.0003 -0.0109
-0.0433 -0.0344 -0.0489
-0.2985 0.1828 -0.1848

Computed properties:
max |F|	2.7	eV/A
HOMO (spin up / spin down)	-2.4 / -2.5	eV
energy	-122815.654	eV
orbital gap (spin up / spin down)	0.20760 / 0.21228	Ha
charge	-2
energy above the lowest of the compared OMol25 structures with the same formula, charge and spin	1.277	eV

(2)
C44H59IO38 | ωB97M-V/def2-TZVPD

Positions of all 142 atoms, in Å:
C  2.941  -0.145  1.331
C  1.808  0.248  1.905
C  1.416  1.657  2.213
I  2.825  3.132  1.627
O  1.334  1.752  3.684
C  0.062  1.531  4.045
O  -0.361  1.598  5.148
O  -0.676  1.216  2.942
C  -0.084  1.948  1.868
C  -0.411  1.406  0.477
C  -0.387  3.442  1.937
C  -1.867  3.864  1.899
O  -2.764  2.966  2.538
C  -3.404  2.052  1.781
O  -3.493  2.144  0.578
C  -4.036  0.963  2.587
C  -3.503  -0.417  2.204
H  3.671  0.563  0.968
H  3.121  -1.204  1.192
H  1.065  -0.499  2.169
H  0.504  1.402  -0.117
H  -1.137  2.031  -0.036
H  -0.783  0.385  0.518
H  0.084  3.875  1.055
H  0.104  3.913  2.791
H  -2.184  4.082  0.882
H  -1.950  4.794  2.458
H  -5.107  1.000  2.386
H  -3.885  1.124  3.651
H  -4.299  -1.150  2.270
H  -2.735  -0.749  2.900
H  -3.134  -0.439  1.178
C  4.445  -3.128  4.400
C  5.960  -3.154  4.297
O  6.162  -3.519  2.924
C  5.064  -3.173  2.224
O  4.977  -3.183  1.037
O  4.064  -2.808  3.056
H  4.067  -2.375  5.085
H  4.024  -4.101  4.660
H  6.406  -2.173  4.466
H  6.430  -3.883  4.950
C  3.920  3.107  -3.218
C  5.353  2.770  -3.588
O  5.914  2.396  -2.324
C  4.908  1.971  -1.530
O  5.054  1.358  -0.523
O  3.709  2.276  -2.071
H  3.199  2.853  -3.990
H  3.795  4.153  -2.935
H  5.420  1.905  -4.250
H  5.892  3.603  -4.029
C  1.880  4.657  5.221
C  2.611  4.393  6.521
O  3.870  5.036  6.285
C  3.701  5.982  5.337
O  4.537  6.773  5.035
O  2.479  5.887  4.778
H  0.808  4.778  5.345
H  2.086  3.889  4.477
H  2.130  4.865  7.379
H  2.764  3.338  6.726
C  4.784  -2.323  -1.964
C  6.154  -2.166  -2.595
O  5.824  -1.844  -3.960
C  4.588  -1.322  -3.982
O  4.092  -0.786  -4.928
O  3.981  -1.460  -2.789
H  4.739  -2.001  -0.927
H  4.398  -3.340  -2.048
H  6.716  -1.334  -2.169
H  6.759  -3.067  -2.561
C  1.478  -0.378  -6.586
C  0.472  -0.857  -5.561
O  -0.749  -0.882  -6.321
C  -0.436  -0.998  -7.624
O  -1.219  -1.212  -8.497
O  0.889  -0.844  -7.816
H  2.467  -0.796  -6.451
H  1.547  0.711  -6.627
H  0.685  -1.867  -5.209
H  0.367  -0.194  -4.708
C  -9.373  -1.144  3.612
C  -8.704  -0.429  2.454
O  -7.394  -0.171  2.977
C  -7.148  -1.067  3.960
O  -6.088  -1.225  4.479
O  -8.263  -1.754  4.278
H  -10.086  -1.898  3.292
H  -9.858  -0.453  4.304
H  -8.611  -1.065  1.576
H  -9.207  0.496  2.187
C  7.313  4.999  4.907
C  8.692  5.174  5.512
O  8.773  4.056  6.405
C  7.922  3.097  5.971
O  7.878  1.989  6.397
O  7.133  3.576  4.986
H  7.244  5.326  3.873
H  6.533  5.488  5.487
H  9.490  5.089  4.773
H  8.809  6.103  6.064
C  -5.440  -4.045  -0.559
C  -4.607  -3.763  0.676
O  -5.571  -3.200  1.573
C  -6.797  -3.629  1.197
O  -7.790  -3.471  1.832
O  -6.741  -4.257  0.004
H  -5.122  -4.925  -1.110
H  -5.487  -3.191  -1.236
H  -4.200  -4.672  1.122
H  -3.801  -3.055  0.501
C  -6.464  -1.254  7.886
C  -7.750  -2.008  8.161
O  -7.931  -1.795  9.566
C  -7.266  -0.667  9.919
O  -7.357  -0.133  10.974
O  -6.489  -0.239  8.898
H  -6.429  -0.810  6.896
H  -5.579  -1.875  8.032
H  -8.602  -1.584  7.628
H  -7.687  -3.071  7.948
C  1.673  -0.608  -10.866
C  0.351  -0.757  -11.594
O  0.739  -0.584  -12.962
C  2.053  -0.888  -13.080
O  2.632  -1.002  -14.109
O  2.612  -1.045  -11.857
H  1.745  -1.222  -9.979
H  1.892  0.430  -10.610
H  -0.080  -1.751  -11.471
H  -0.388  -0.012  -11.315
C  -2.911  -3.963  -9.026
C  -4.045  -3.473  -9.904
O  -4.571  -4.698  -10.428
C  -4.246  -5.704  -9.582
O  -4.674  -6.808  -9.646
O  -3.364  -5.269  -8.650
H  -2.748  -3.348  -8.147
H  -1.973  -4.060  -9.575
H  -4.827  -2.971  -9.332
H  -3.720  -2.826  -10.713

Forces on atoms 1 to 6 (eV/Å):
-0.5765 0.1086 0.1680
0.6513 -0.1999 -0.6118
-0.4712 -0.0759 0.9973
0.1006 0.0123 -0.1014
0.3313 0.1670 -0.3464
-0.4233 -0.2817 -0.2652

Computed properties:
max |F|	1.7	eV/A
SMILES	C=C[C@]1(I)OC(=O)O[C@@]1(C)CCOC(=O)CC.O=C1OCCO1.O=C1OCCO1.O=C1OCCO1.O=C1OCCO1.O=C1OCCO1.O=C1OCCO1.O=C1OCCO1.O=C1OCCO1.O=C1OCCO1.O=C1OCCO1.O=C1OCCO1
HOMO	-10.1	eV
energy	-132491.781	eV
orbital gap	0.36265	Ha

(3)
C44H59N10O3P2Pb | ωB97M-V/def2-TZVPD

Positions of all 119 atoms, in Å:
Pb  1.701  -0.645  -1.934
C  -7.152  -2.518  1.391
P  -6.405  -1.742  2.890
C  -5.073  -2.734  3.692
C  -7.592  -1.180  4.192
C  -7.019  0.257  4.541
P  -5.897  0.408  3.029
C  -4.365  1.273  3.562
C  -6.846  1.453  1.833
H  -6.910  -3.592  1.328
H  -6.909  -1.987  0.440
H  -8.247  -2.377  1.555
H  -4.154  -2.370  3.319
H  -5.222  -3.819  3.456
H  -5.128  -2.570  4.768
H  -7.665  -1.858  5.014
H  -8.518  -1.014  3.707
H  -6.740  0.314  5.574
H  -7.877  0.932  4.266
H  -4.635  2.354  3.445
H  -3.546  1.015  2.875
H  -4.030  1.019  4.588
H  -7.784  1.879  2.342
H  -7.065  0.788  1.001
H  -6.227  2.272  1.348
C  4.891  1.836  1.148
N  4.409  1.703  2.567
C  5.056  0.625  3.365
C  3.160  2.180  2.793
N  2.383  2.467  1.758
C  1.520  3.504  1.788
C  1.522  4.612  2.662
C  0.578  5.618  2.531
C  -0.549  5.503  1.760
C  -0.527  4.524  0.764
C  0.428  3.465  0.770
N  0.379  2.415  -0.108
C  -0.250  2.361  -1.289
N  -1.216  1.432  -1.429
C  -1.667  0.678  -0.273
C  -1.639  0.801  -2.708
N  0.156  3.132  -2.365
C  1.490  3.751  -2.359
C  -0.794  3.696  -3.318
N  2.620  2.167  4.084
C  1.174  1.780  4.245
C  3.341  2.344  5.325
H  5.938  1.635  1.084
H  4.801  2.917  0.908
H  4.314  1.137  0.554
H  5.574  -0.040  2.672
H  4.183  0.143  3.784
H  5.696  1.057  4.130
H  2.300  4.775  3.403
H  0.596  6.465  3.329
H  -1.356  6.205  1.850
H  -1.285  4.437  -0.051
H  -1.099  0.998  0.618
H  -1.636  -0.403  -0.461
H  -2.716  0.910  -0.226
H  -1.091  1.025  -3.647
H  -2.652  1.128  -2.912
H  -1.538  -0.292  -2.560
H  1.875  4.017  -3.355
H  2.171  3.165  -1.809
H  1.445  4.738  -1.810
H  -1.798  3.297  -3.220
H  -0.406  3.509  -4.352
H  -0.930  4.790  -3.198
H  0.982  0.813  3.796
H  0.452  2.579  3.867
H  1.043  1.610  5.311
H  4.327  2.790  5.026
H  3.526  1.432  5.887
H  2.822  3.079  5.913
O  5.404  0.534  -2.511
C  5.300  -0.135  -3.678
C  5.194  0.698  -4.781
C  4.641  -0.435  -6.906
C  5.369  -1.574  -6.369
C  5.309  -2.110  -5.083
C  5.041  -1.542  -3.810
C  4.463  -2.321  -2.660
O  4.438  -3.560  -2.627
O  4.008  -1.551  -1.682
H  4.860  0.006  -1.846
H  5.551  1.712  -4.701
H  3.861  -0.714  -7.608
H  5.846  -2.261  -7.102
H  5.445  -3.170  -5.098
N  0.349  -2.350  -2.446
C  0.049  -3.299  -1.645
C  -1.269  -4.065  -1.961
C  -1.890  -4.955  -1.085
C  -3.145  -5.539  -1.450
C  -3.837  -5.024  -2.482
C  -3.224  -4.155  -3.368
C  -1.900  -3.754  -3.158
C  0.891  -3.708  -0.495
C  2.185  -4.112  -0.704
C  3.081  -4.265  0.339
C  2.649  -4.095  1.647
C  1.379  -3.615  1.866
C  0.453  -3.515  0.820
H  -1.536  -5.126  -0.093
H  -3.565  -6.349  -0.803
H  -4.833  -5.420  -2.664
H  -3.750  -3.828  -4.294
H  -1.301  -3.154  -3.771
H  2.545  -4.300  -1.714
H  4.146  -4.473  0.098
H  3.337  -4.334  2.425
H  1.145  -3.446  2.930
H  -0.597  -3.305  1.015
N  2.035  0.451  -4.472
C  2.959  0.312  -5.200
N  4.168  0.343  -5.748
C  5.630  0.330  -7.607
N  6.424  1.105  -7.978

Forces on atoms 1 to 6 (eV/Å):
1.1580 -0.3655 -0.2406
-0.8398 -1.0216 0.6436
-3.3100 -1.7008 -0.7520
-1.7280 -0.4898 -0.5102
1.3025 -0.2333 -0.6250
-1.1139 -0.7002 -2.4914

Computed properties:
max |F|	4.3	eV/A
HOMO (spin up / spin down)	-2.6 / -2.6	eV
energy	-91443.558	eV
orbital gap (spin up / spin down)	0.15958 / 0.15956	Ha
charge	-1
energy above the lowest of the compared OMol25 structures with the same formula, charge and spin	7.766	eV

(4)
C44H59NO6P2S3SiTi | ωB97M-V/def2-TZVPD

Positions of all 117 atoms, in Å:
Ti  -0.078  -0.827  0.412
S  -3.352  1.163  1.584
P  -2.510  1.564  -0.185
C  -0.914  1.009  -0.485
P  0.077  1.443  -1.822
S  1.971  0.907  -1.602
C  -0.510  0.706  -3.406
C  -1.402  -0.357  -3.413
C  -1.789  -0.951  -4.608
C  -1.289  -0.481  -5.812
C  -0.387  0.578  -5.816
C  0.002  1.161  -4.622
C  0.047  3.237  -2.225
C  -0.918  3.824  -3.036
C  -0.916  5.193  -3.265
C  0.067  5.990  -2.698
C  1.049  5.410  -1.907
C  1.039  4.044  -1.674
C  -2.646  3.390  -0.265
C  -1.575  4.132  0.227
C  -1.663  5.510  0.333
C  -2.826  6.168  -0.043
C  -3.908  5.434  -0.505
C  -3.822  4.052  -0.605
C  -3.706  0.960  -1.451
C  -3.928  1.587  -2.674
C  -4.752  1.014  -3.633
C  -5.349  -0.212  -3.391
C  -5.124  -0.856  -2.180
C  -4.318  -0.272  -1.216
H  -1.787  -0.725  -2.470
H  -2.494  -1.773  -4.591
H  -1.595  -0.937  -6.746
H  0.017  0.945  -6.752
H  0.718  1.975  -4.625
H  -1.668  3.208  -3.513
H  -1.683  5.633  -3.890
H  0.068  7.059  -2.875
H  1.827  6.024  -1.468
H  1.809  3.581  -1.070
H  -0.673  3.610  0.524
H  -0.816  6.074  0.706
H  -2.891  7.247  0.034
H  -4.830  5.934  -0.780
H  -4.689  3.490  -0.924
H  -3.461  2.539  -2.883
H  -4.911  1.523  -4.576
H  -5.984  -0.668  -4.141
H  -5.587  -1.815  -1.982
H  -4.156  -0.762  -0.263
C  0.551  -2.904  -2.385
C  0.418  -2.092  -1.140
O  1.441  -1.873  -0.462
H  1.290  -3.699  -2.255
H  0.922  -2.211  -3.147
H  -0.403  -3.303  -2.723
C  4.792  -0.883  3.267
C  4.369  -2.114  2.473
C  5.395  -3.231  2.655
C  4.212  -1.774  0.997
O  3.151  -2.633  3.020
Si  1.594  -2.099  3.029
S  1.275  -0.153  2.475
O  0.663  -3.042  2.024
C  0.677  -4.456  1.790
C  0.739  -5.227  3.106
C  1.874  -4.826  0.919
C  -0.625  -4.775  1.063
O  1.017  -2.563  4.518
C  1.535  -2.331  5.825
C  0.430  -2.740  6.798
C  1.892  -0.861  6.015
C  2.757  -3.218  6.058
H  5.743  -0.501  2.890
H  4.918  -1.136  4.322
H  4.040  -0.099  3.171
H  6.378  -2.907  2.310
H  5.099  -4.111  2.082
H  5.465  -3.510  3.708
H  5.175  -1.464  0.585
H  3.497  -0.964  0.852
H  3.860  -2.641  0.439
H  1.675  -5.025  3.627
H  0.672  -6.299  2.906
H  -0.084  -4.938  3.761
H  2.801  -4.611  1.449
H  1.865  -4.248  -0.005
H  1.845  -5.890  0.675
H  -1.481  -4.591  1.715
H  -0.649  -5.821  0.755
H  -0.730  -4.144  0.178
H  -0.447  -2.109  6.664
H  0.768  -2.648  7.832
H  0.145  -3.778  6.615
H  1.031  -0.229  5.796
H  2.697  -0.568  5.340
H  2.218  -0.681  7.042
H  2.485  -4.268  5.938
H  3.142  -3.073  7.070
H  3.539  -2.983  5.339
O  -3.545  -2.719  1.792
C  -2.460  -2.091  2.196
O  -1.736  -1.481  1.435
C  -2.159  -2.191  3.680
N  -3.242  -2.947  4.339
C  -3.917  -2.055  5.311
C  -3.547  -0.647  4.857
C  -2.121  -0.806  4.337
H  -1.192  -2.692  3.757
H  -2.876  -3.772  4.793
H  -3.897  -3.118  2.631
H  -3.552  -2.243  6.326
H  -4.994  -2.233  5.299
H  -3.627  0.080  5.664
H  -4.198  -0.318  4.045
H  -1.399  -0.819  5.152
H  -1.830  -0.029  3.633

Forces on atoms 1 to 6 (eV/Å):
0.3931 1.3806 -0.4385
0.1106 -0.0318 0.0024
-0.2638 0.1388 0.3543
0.0521 -0.7659 0.2016
-0.2530 -0.1196 0.0877
0.0222 -0.0445 0.1054

Computed properties:
max |F|	1.5	eV/A
HOMO (spin up / spin down)	-4.1 / -4.5	eV
energy	-142448.141	eV
orbital gap (spin up / spin down)	0.23142 / 0.24531	Ha
charge	-1
energy above the lowest of the compared OMol25 structures with the same formula, charge and spin	0.675	eV
multiplicity	2